Below is 20 unconnected molecules or ions with the total composition C69H138O42, with properties calculated with ωB97M-V with the def2-TZVPD basis set.

Properties
HOMO level   -9.3126 eV
Gap between HOMO and LUMO   9.71 eV
LUMO level   0.40 eV

```
! wB97M-V def2-TZVPD RIJCOSX def2/J DEFGRID3
* xyz 0 1
C -3.390 -2.093 1.043
O -3.820 -2.077 -0.368
C -4.323 -0.855 -0.711
O -4.255 0.137 -0.047
O -4.867 -0.910 -1.934
C -5.445 0.414 -2.325
H -2.916 -1.158 1.299
H -2.566 -2.777 1.034
H -4.149 -2.478 1.701
H -6.094 0.749 -1.531
H -6.077 0.128 -3.160
H -4.685 1.162 -2.542
C 5.564 -0.759 -1.404
O 6.671 -0.323 -2.249
C 6.660 1.000 -2.362
O 5.822 1.693 -1.898
O 7.643 1.416 -3.121
C 7.615 2.874 -3.189
H 5.649 -0.304 -0.422
H 5.729 -1.806 -1.213
H 4.629 -0.570 -1.928
H 6.642 3.243 -3.485
H 8.302 3.289 -3.904
H 7.978 3.297 -2.263
C 5.819 4.843 -0.258
O 6.600 6.058 -0.088
C 6.608 6.712 1.054
O 7.208 7.718 1.236
O 5.901 6.059 1.996
C 5.836 6.687 3.270
H 6.031 4.509 -1.265
H 4.749 4.945 -0.153
H 6.265 4.043 0.323
H 6.766 7.018 3.706
H 5.302 6.038 3.954
H 5.235 7.581 3.124
C -8.065 -4.273 -5.849
O -7.448 -5.138 -4.773
C -6.815 -4.387 -3.862
O -6.690 -3.204 -3.980
O -6.364 -5.106 -2.813
C -5.617 -4.232 -1.899
H -7.332 -3.746 -6.450
H -8.749 -3.557 -5.407
H -8.625 -4.990 -6.454
H -6.296 -3.557 -1.374
H -4.923 -3.676 -2.486
H -5.210 -4.885 -1.158
C -1.911 -0.305 7.189
O -2.112 -1.767 7.118
C -2.279 -2.299 8.310
O -2.150 -1.750 9.365
O -2.505 -3.639 8.159
C -2.703 -4.237 9.528
H -0.925 -0.166 7.595
H -2.631 0.227 7.815
H -2.079 0.152 6.227
H -1.772 -4.179 10.093
H -2.938 -5.283 9.378
H -3.529 -3.737 9.999
C -4.134 -6.835 -5.893
O -3.927 -5.730 -4.931
C -3.582 -4.576 -5.561
O -3.525 -4.438 -6.754
O -3.333 -3.630 -4.578
C -3.071 -2.297 -5.185
H -4.735 -6.511 -6.726
H -4.671 -7.626 -5.380
H -3.226 -7.312 -6.238
H -3.266 -1.538 -4.452
H -3.765 -2.074 -5.980
H -2.018 -2.202 -5.479
C -2.425 2.957 -2.796
O -1.934 3.207 -4.167
C -1.887 2.043 -4.859
O -2.422 1.023 -4.496
O -1.276 2.192 -6.021
C -1.276 0.936 -6.815
H -2.213 3.902 -2.321
H -1.967 2.112 -2.320
H -3.482 2.863 -2.973
H -0.822 0.134 -6.239
H -0.755 1.158 -7.720
H -2.288 0.584 -7.007
C -5.380 7.917 5.181
O -4.491 8.319 4.099
C -3.576 7.317 3.925
O -3.554 6.274 4.509
O -2.714 7.671 2.958
C -1.740 6.614 2.772
H -5.842 6.968 4.985
H -6.207 8.582 5.287
H -4.948 7.841 6.175
H -0.932 7.052 2.226
H -2.052 5.885 2.030
H -1.279 6.252 3.683
C 1.479 4.312 0.266
O 1.138 4.501 1.684
C 1.812 5.488 2.284
O 2.760 6.030 1.810
O 1.310 5.742 3.522
C 2.188 6.558 4.375
H 0.893 3.491 -0.088
H 2.545 4.082 0.212
H 1.205 5.154 -0.359
H 1.652 6.659 5.320
H 2.294 7.569 3.973
H 3.163 6.152 4.579
C -4.047 3.330 0.234
O -4.577 4.640 0.517
C -3.884 5.713 0.024
O -2.813 5.656 -0.503
O -4.565 6.895 0.157
C -3.776 8.091 -0.216
H -4.460 2.886 -0.661
H -4.336 2.657 1.016
H -2.977 3.196 0.141
H -3.405 8.011 -1.231
H -2.938 8.244 0.460
H -4.400 8.977 -0.090
C -5.751 0.266 3.219
O -6.134 -0.760 4.161
C -5.068 -1.572 4.458
O -3.980 -1.411 3.973
O -5.434 -2.511 5.314
C -4.247 -3.503 5.464
H -6.672 0.733 2.904
H -5.321 -0.181 2.338
H -5.092 0.937 3.755
H -4.236 -4.144 4.589
H -4.478 -4.049 6.354
H -3.346 -3.008 5.790
C 2.956 3.249 -3.046
C 1.672 3.997 -3.388
C 1.642 3.924 -4.902
O 2.160 2.648 -5.255
C 2.972 2.156 -4.162
H 3.003 2.830 -2.056
H 3.818 3.904 -3.084
H 1.674 4.989 -2.955
H 0.794 3.401 -3.057
H 2.289 4.694 -5.328
H 0.623 3.986 -5.299
H 3.920 1.927 -4.626
H 2.500 1.283 -3.706
C 0.139 -2.978 2.279
C 0.425 -2.463 3.676
C -0.643 -3.194 4.478
O -0.664 -4.482 3.860
C -0.140 -4.429 2.538
H 0.927 -2.793 1.549
H -0.755 -2.530 1.862
H 0.417 -1.377 3.704
H 1.421 -2.789 4.005
H -1.619 -2.712 4.355
H -0.425 -3.273 5.548
H -0.809 -4.909 1.817
H 0.769 -5.041 2.517
C -0.632 2.703 4.264
C -1.966 2.883 3.569
C -2.955 2.747 4.725
O -2.229 2.974 5.972
C -0.859 3.278 5.625
H 0.233 3.158 3.785
H -0.438 1.614 4.358
H -2.155 2.144 2.794
H -1.958 3.910 3.189
H -3.371 1.729 4.660
H -3.778 3.461 4.714
H -0.256 2.858 6.429
H -0.734 4.371 5.552
C 5.366 1.847 2.599
C 4.293 0.761 2.875
C 3.066 1.612 3.250
O 3.597 2.719 4.013
C 4.814 3.072 3.311
H 5.574 2.009 1.525
H 6.310 1.561 3.067
H 4.656 0.162 3.701
H 4.161 0.088 2.037
H 2.253 1.138 3.782
H 2.601 2.013 2.338
H 5.487 3.503 4.050
H 4.657 3.878 2.610
C -0.429 -0.157 -0.681
C 0.927 -0.720 -1.144
C 1.886 0.167 -0.430
O 1.351 0.385 0.838
C -0.054 0.450 0.696
H -1.188 -0.930 -0.546
H -0.743 0.611 -1.393
H 1.024 -0.676 -2.212
H 1.049 -1.695 -0.688
H 1.953 1.118 -0.983
H 2.927 -0.139 -0.363
H -0.297 1.529 0.694
H -0.589 0.032 1.552
C 2.958 -1.740 -6.045
C 1.484 -2.017 -5.634
C 1.675 -2.638 -4.279
O 2.687 -1.849 -3.635
C 3.666 -1.773 -4.693
H 2.908 -0.803 -6.599
H 3.344 -2.525 -6.701
H 0.963 -2.603 -6.388
H 1.022 -1.017 -5.554
H 1.929 -3.683 -4.381
H 0.807 -2.666 -3.621
H 4.429 -2.558 -4.590
H 4.218 -0.857 -4.546
C 4.024 -4.419 2.364
C 3.508 -4.739 0.890
C 4.238 -3.674 0.086
O 4.938 -2.779 1.028
C 4.168 -2.940 2.263
H 4.930 -4.925 2.664
H 3.268 -4.790 3.056
H 2.437 -4.679 0.747
H 3.900 -5.727 0.683
H 3.508 -3.213 -0.598
H 5.068 -4.058 -0.522
H 3.226 -2.411 2.250
H 4.750 -2.557 3.086
C 4.052 -5.967 -3.157
C 3.234 -7.230 -3.413
C 4.358 -8.147 -4.084
O 5.362 -7.272 -4.653
C 4.958 -5.926 -4.351
H 4.731 -6.021 -2.301
H 3.369 -5.106 -3.089
H 2.394 -6.977 -4.053
H 2.841 -7.747 -2.540
H 3.964 -8.772 -4.900
H 4.858 -8.766 -3.340
H 4.408 -5.570 -5.230
H 5.772 -5.237 -4.242
C -0.079 -5.827 -2.194
C -1.159 -5.046 -2.928
C -1.550 -3.937 -1.910
O -0.753 -4.125 -0.739
C 0.406 -4.880 -1.117
H 0.754 -6.118 -2.825
H -0.545 -6.700 -1.750
H -2.016 -5.655 -3.246
H -0.807 -4.540 -3.823
H -2.617 -3.981 -1.672
H -1.394 -2.904 -2.297
H 0.810 -5.472 -0.303
H 1.224 -4.247 -1.508
*
```

---

Below is 7 unconnected molecules or ions with the total composition C69H155N4OP2, with properties calculated with ωB97M-V with the def2-TZVPD basis set.

Properties
HOMO level   -16.4982 eV
Gap between HOMO and LUMO   7.69 eV
LUMO level   -8.81 eV
Energy relative to the best compared isomer or geometry (same formula, charge and spin)   0.0 kcal/mol

```
! wB97M-V def2-TZVPD RIJCOSX def2/J DEFGRID3
* xyz 5 1
C -0.415 -1.105 -0.410
O -1.344 -1.135 -1.472
H 0.520 -1.582 -0.705
H -0.015 -0.128 -0.139
H -0.717 -1.698 0.453
C -1.949 3.713 2.473
C -2.289 2.907 1.201
C -1.466 3.336 -0.015
C -1.995 2.653 -1.297
N -1.406 3.262 -2.617
C -1.655 4.694 -2.882
C -1.730 4.926 -4.435
C -2.086 3.572 -5.043
C -2.214 2.651 -3.799
C 0.109 3.038 -2.664
H -0.939 3.405 2.743
H -2.769 3.678 3.190
H -1.853 4.759 2.184
H -3.330 3.060 0.916
H -2.064 1.849 1.330
H -0.450 2.974 0.142
H -1.446 4.426 -0.025
H -3.082 2.691 -1.376
H -1.825 1.577 -1.282
H -1.049 5.352 -2.260
H -2.671 4.762 -2.491
H -0.807 5.294 -4.884
H -2.457 5.712 -4.640
H -1.293 3.143 -5.654
H -2.997 3.600 -5.640
H -1.803 1.655 -3.964
H -3.245 2.585 -3.451
H 0.708 3.633 -1.975
H 0.449 3.302 -3.665
H 0.313 1.977 -2.518
C -2.592 0.931 5.114
C -3.127 -0.493 4.838
C -2.084 -1.525 4.421
C -0.854 -1.683 5.265
N -0.005 -3.013 5.098
C 1.403 -2.822 5.766
C 2.224 -1.995 4.829
C 1.711 -2.235 3.409
C 0.484 -3.207 3.591
C -0.610 -4.277 5.707
H -3.470 1.570 5.212
H -1.836 1.286 4.414
H -2.195 1.009 6.126
H -3.793 -0.345 3.987
H -3.655 -0.859 5.718
H -1.788 -1.212 3.420
H -2.517 -2.524 4.381
H -1.000 -1.538 6.335
H -0.181 -0.880 4.965
H 1.847 -3.818 5.774
H 1.266 -2.475 6.790
H 3.229 -2.415 4.857
H 2.336 -0.953 5.129
H 2.345 -2.586 2.594
H 1.372 -1.287 2.994
H 0.636 -4.286 3.567
H -0.282 -2.925 2.869
H -0.792 -4.102 6.767
H 0.037 -5.121 5.466
H -1.542 -4.526 5.200
C -9.772 -0.648 -3.244
C -8.530 0.183 -3.639
C -7.225 -0.539 -3.393
C -7.128 -0.721 -1.878
N -5.703 -1.104 -1.280
C -5.913 -1.485 0.217
C -4.624 -2.265 0.633
C -4.178 -2.917 -0.649
C -4.939 -2.340 -1.796
C -4.743 0.096 -1.325
H -9.800 -1.575 -3.816
H -10.725 -0.136 -3.372
H -9.663 -1.043 -2.234
H -8.557 1.144 -3.125
H -8.783 0.410 -4.675
H -6.442 0.163 -3.680
H -7.133 -1.539 -3.817
H -7.753 -1.564 -1.583
H -7.492 0.088 -1.244
H -5.972 -0.626 0.885
H -6.843 -2.041 0.340
H -3.855 -1.603 1.030
H -4.844 -2.953 1.449
H -3.092 -2.856 -0.719
H -4.344 -3.992 -0.577
H -4.258 -2.016 -2.584
H -5.723 -2.990 -2.183
H -3.869 -0.121 -0.711
H -5.297 0.944 -0.922
H -4.394 0.289 -2.339
C 5.025 -3.985 1.457
C 3.889 -3.867 0.445
C 2.677 -4.823 0.783
C 1.289 -4.528 -0.003
N 0.372 -5.780 -0.172
C -1.035 -5.295 -0.563
C -1.686 -6.421 -1.376
C -0.552 -7.374 -1.649
C 0.744 -6.592 -1.428
C 0.165 -6.643 1.170
H 5.069 -5.062 1.619
H 4.692 -3.468 2.358
H 5.962 -3.553 1.108
H 4.217 -4.046 -0.578
H 3.425 -2.883 0.505
H 2.425 -4.786 1.843
H 3.062 -5.810 0.525
H 1.336 -4.076 -0.994
H 0.725 -3.796 0.575
H -1.506 -4.986 0.371
H -0.998 -4.406 -1.192
H -2.385 -6.870 -0.670
H -2.222 -6.072 -2.259
H -0.775 -8.256 -1.049
H -0.646 -7.726 -2.677
H 1.640 -7.117 -1.095
H 0.936 -5.879 -2.229
H -0.224 -6.002 1.961
H 1.098 -7.187 1.321
H -0.624 -7.385 1.049
C -0.423 -7.268 -5.776
C 0.317 -5.987 -5.341
C -0.618 -4.910 -4.750
C -0.045 -3.591 -4.026
P 0.441 -2.203 -5.079
C -1.075 -1.637 -5.792
C -2.296 -1.306 -4.808
C -3.575 -1.085 -5.552
C -3.615 0.443 -6.029
C 1.468 -2.910 -6.479
C 2.266 -1.756 -7.230
C 3.146 -2.256 -8.353
C 4.151 -3.305 -7.817
C 1.027 -0.782 -4.089
C 2.253 -1.163 -3.290
C 2.744 0.055 -2.509
C 4.105 -0.189 -1.988
H -0.553 -7.880 -4.883
H 0.152 -7.913 -6.440
H -1.408 -7.241 -6.242
H 0.956 -5.607 -6.139
H 1.069 -6.292 -4.613
H -1.278 -5.416 -4.046
H -1.250 -4.649 -5.599
H 0.864 -3.910 -3.517
H -0.748 -3.268 -3.258
H -1.384 -2.534 -6.329
H -0.867 -0.885 -6.553
H -2.011 -0.409 -4.257
H -2.410 -2.115 -4.086
H -4.332 -1.199 -4.777
H -3.820 -1.851 -6.287
H -2.822 0.656 -6.746
H -3.552 1.134 -5.189
H -4.563 0.673 -6.515
H 0.808 -3.557 -7.057
H 2.223 -3.532 -5.998
H 2.856 -1.125 -6.566
H 1.664 -1.031 -7.777
H 3.677 -1.384 -8.737
H 2.518 -2.674 -9.140
H 5.063 -3.350 -8.413
H 3.616 -4.233 -8.021
H 4.424 -3.052 -6.792
H 0.169 -0.499 -3.480
H 1.139 0.093 -4.729
H 3.146 -1.527 -3.796
H 2.159 -2.067 -2.689
H 2.116 0.302 -1.653
H 2.760 0.875 -3.227
H 4.803 -0.215 -2.825
H 4.180 -1.146 -1.471
H 4.507 0.652 -1.424
C 2.227 1.642 1.925
C 2.719 2.722 0.941
C 3.117 4.032 1.606
C 4.136 3.892 2.737
P 4.215 5.271 3.962
C 3.367 6.733 3.340
C 3.204 7.830 4.447
C 2.635 9.174 3.914
C 3.681 10.328 3.993
C 3.313 4.680 5.424
C 1.759 4.325 5.118
C 1.028 4.045 6.450
C -0.519 3.679 6.195
C 5.964 5.703 4.520
C 6.221 6.354 5.916
C 6.326 5.237 7.001
C 7.180 5.585 8.250
H 1.416 1.890 2.610
H 3.130 1.250 2.394
H 1.934 0.762 1.352
H 1.915 2.841 0.215
H 3.622 2.358 0.451
H 2.262 4.615 1.946
H 3.581 4.686 0.867
H 5.158 3.795 2.370
H 4.080 3.034 3.407
H 2.420 6.491 2.856
H 3.930 7.015 2.451
H 4.089 8.055 5.041
H 2.532 7.454 5.219
H 1.722 9.552 4.373
H 2.408 9.073 2.853
H 4.575 10.096 3.415
H 3.945 10.553 5.026
H 3.176 11.238 3.671
H 3.410 5.475 6.164
H 3.800 3.763 5.752
H 1.582 3.569 4.353
H 1.196 5.113 4.618
H 1.065 4.922 7.096
H 1.602 3.341 7.054
H -0.516 2.776 5.584
H -1.150 4.412 5.692
H -1.066 3.385 7.091
H 6.186 6.431 3.739
H 6.529 4.804 4.275
H 5.602 7.163 6.303
H 7.160 6.906 5.893
H 6.734 4.284 6.662
H 5.292 4.974 7.225
H 7.314 4.658 8.808
H 6.692 6.343 8.863
H 8.152 5.922 7.891
*
```